(A)
# C4H13N2O2

A 2-piece molecular cluster, C4H13N2O2 overall (the ωB97M-V functional and the def2-TZVPD basis, the Open Molecules 2025 dataset).

multiplicity = 1
HOMO-LUMO gap = 10.777 eV
total charge = +1
molar mass = 121.16 g/mol

Last column: Löwdin charge in e.
CARTESIAN COORDINATES (ANGSTROEM)
1 C 1.65328 0.60850 0.02081  -0.14
2 C 0.93064 0.34732 1.31111  -0.18
3 C -0.42900 1.07242 1.41479  -0.07
4 C -1.43009 0.00305 0.84120  -0.53
5 N -2.11416 -0.76968 1.70043  0.20
6 O -1.59206 -0.00721 -0.37538  0.02
7 N 1.18338 -0.29447 -1.07966  0.16
8 H 2.75422 0.68952 -0.02059  0.14
9 H 1.32598 1.58960 -0.32360  0.13
10 H 1.50598 0.76735 2.14844  0.13
11 H 0.85875 -0.70488 1.58010  0.13
12 H -0.51453 1.97143 0.82254  0.12
13 H -0.75406 1.18183 2.43761  0.11
14 H -2.93416 -1.24514 1.35789  0.13
15 H -1.84483 -0.91188 2.65888  0.12
16 H 1.51205 -1.25713 -0.96070  0.17
17 H 0.17908 -0.55988 -0.92989  0.11
18 H 1.27086 0.01788 -2.04378  0.15
19 H 0.01480 -0.82065 -4.14611  0.07
20 H -1.26024 -0.72858 -3.17337  0.07
21 O -0.31590 -0.94940 -3.24072  -0.06


(B)
# C4H13N2O2

A 2-piece molecular cluster, C4H13N2O2 overall (the ωB97M-V functional and the def2-TZVPD basis, the Open Molecules 2025 dataset).

multiplicity = 1
HOMO-LUMO gap = 9.720 eV
total charge = +1
molar mass = 121.16 g/mol

Last column: Löwdin charge in e.
CARTESIAN COORDINATES (ANGSTROEM)
1 N -1.58864 -1.56465 -2.27469  0.19
2 C -1.13775 -1.34412 -0.87493  -0.08
3 C 0.15671 -0.61015 -0.87625  -0.44
4 N 0.70623 -0.10819 0.20830  -0.12
5 C 0.04095 -0.37926 1.50330  -0.06
6 C 1.86844 0.80895 0.37153  0.00
7 O 0.83154 -0.92241 -1.92759  -0.01
8 H -2.07999 -2.48683 -2.27322  0.19
9 H -0.74715 -1.64930 -2.99015  0.22
10 H -2.08639 -0.87409 -2.67704  0.11
11 H -0.95258 -2.43816 -0.38599  0.21
12 H -1.83744 -0.78101 -0.32514  0.11
13 H 0.44552 -1.37268 2.02067  0.15
14 H 0.36108 0.22071 2.31272  0.05
15 H -1.06586 -0.04053 1.59476  0.13
16 H 1.56785 1.57118 1.17491  0.08
17 H 2.79613 0.30649 0.70092  0.10
18 H 2.06580 1.25046 -0.67637  0.13
19 H 0.97100 3.37256 1.83040  0.01
20 H -0.43490 3.73243 2.11557  0.06
21 O 0.11948 3.30859 1.44830  -0.04


(C)
# C4H13N2O2

A 2-piece molecular cluster, C4H13N2O2 overall (the ωB97M-V functional and the def2-TZVPD basis, the Open Molecules 2025 dataset).

multiplicity = 1
HOMO-LUMO gap = 10.485 eV
total charge = +1
molar mass = 121.16 g/mol

Last column: Löwdin charge in e.
CARTESIAN COORDINATES (ANGSTROEM)
1 O -2.21194 -0.55781 1.16119  0.08
2 C -2.04367 0.51979 0.67435  -0.21
3 C -0.63248 1.07966 0.53238  -0.31
4 C 0.42575 0.09946 1.02245  -0.15
5 C 1.77411 0.21071 0.39706  -0.13
6 N 1.66633 -0.44834 -0.95600  0.19
7 N -0.39679 1.49705 -0.88385  0.06
8 H -2.83005 1.21821 0.33557  0.14
9 H -0.63155 1.97802 1.15995  0.16
10 H 0.00431 -0.90035 0.93059  0.09
11 H 0.50724 0.22107 2.10547  0.14
12 H 2.66356 -0.13985 0.91811  0.14
13 H 2.12006 1.23047 0.19486  0.14
14 H 2.56224 -0.56502 -1.42093  0.17
15 H 1.10137 -1.28406 -0.92767  0.13
16 H -1.17716 1.18720 -1.44697  0.09
17 H -0.25658 2.48133 -0.97809  0.09
18 H 1.10964 0.19134 -1.49894  0.11
19 H -1.86562 -2.25280 -0.69681  0.06
20 H -0.92237 -3.35851 -0.24468  0.06
21 O -0.96640 -2.40757 -0.37803  -0.05


Stability summary: most stable (A), least stable (B).


(A)
# C3H7N

A 2-piece molecular cluster, C3H7N overall (the ωB97M-V functional and the def2-TZVPD basis, the Open Molecules 2025 dataset).

multiplicity = 1
HOMO-LUMO gap = 8.908 eV
total charge = 0
molar mass = 57.10 g/mol

Last column: Löwdin charge in e.
CARTESIAN COORDINATES (ANGSTROEM)
1 C 3.06234 1.33316 0.05130  -0.09
2 C 2.83834 0.59320 -1.03790  -0.08
3 H 3.23209 0.89586 1.02979  0.04
4 H 3.47405 2.33521 -0.04324  0.04
5 H 2.71647 -0.48074 -0.94838  0.04
6 H 2.52456 1.07346 -1.95377  0.04
7 C -2.42743 -0.66704 0.55014  -0.14
8 N -3.52027 -1.30638 0.47140  -0.01
9 H -1.53518 -0.90105 -0.03818  0.05
10 H -2.36799 0.01480 1.41086  0.06
11 H -4.30526 -1.20403 -0.12730  0.04


(B)
# C3H7N

One molecule with the formula C3H7N (the ωB97M-V functional and the def2-TZVPD basis, the Open Molecules 2025 dataset).

multiplicity = 1
HOMO-LUMO gap = 10.890 eV
total charge = 0
molar mass = 57.10 g/mol

Last column: Löwdin charge in e.
CARTESIAN COORDINATES (ANGSTROEM)
1 C 1.40942 0.29346 -0.13985  -0.12
2 C 0.25078 -0.50090 0.44347  -0.31
3 C -1.86257 0.09800 -0.37550  -0.06
4 N -0.71602 -0.35787 -0.60324  -0.07
5 H 1.75936 -0.12607 -1.07788  0.07
6 H 1.20309 1.36187 -0.17096  0.07
7 H -2.55795 0.18925 -1.19748  0.06
8 H -2.21243 0.41439 0.61396  0.07
9 H -0.08325 -0.07820 1.40446  0.11
10 H 0.51320 -1.55964 0.51471  0.11
11 H 2.29637 0.26570 0.58831  0.09


Stability summary: most stable (B), least stable (A).


(A)
# C5H12O

C5H12O as an isolated structure (the ωB97M-V functional and the def2-TZVPD basis, the Open Molecules 2025 dataset).

multiplicity = 1
HOMO-LUMO gap = 7.331 eV
total charge = 0
molar mass = 88.15 g/mol

Last column: Löwdin charge in e.
CARTESIAN COORDINATES (ANGSTROEM)
1 C 1.83672 -0.25115 -0.23093  -0.07
2 O 0.72060 0.61307 -0.02790  -0.27
3 C -0.73877 0.10517 0.24163  -0.39
4 C -0.15189 1.25014 -1.33595  0.01
5 C -0.84928 -1.35690 -0.09251  -0.12
6 C -0.97072 0.38370 1.70251  -0.10
7 H 2.62491 0.34819 -0.69618  0.09
8 H 1.58820 -1.09761 -0.87966  0.09
9 H 2.18644 -0.61890 0.73766  0.10
10 H 0.78333 1.54392 -1.85893  0.07
11 H -0.73849 0.61893 -2.00363  0.07
12 H -0.69724 2.14026 -1.04127  0.07
13 H -0.67327 -1.57623 -1.15529  0.07
14 H -0.19093 -2.01798 0.50386  0.08
15 H -1.87962 -1.66464 0.12164  0.08
16 H -0.27152 -0.17109 2.35832  0.08
17 H -0.87178 1.44957 1.93822  0.07
18 H -1.98808 0.07848 1.97633  0.08


(B)
# C5H12O

A 2-piece molecular cluster, C5H12O overall (the ωB97M-V functional and the def2-TZVPD basis, the Open Molecules 2025 dataset).

multiplicity = 1
HOMO-LUMO gap = 10.643 eV
total charge = 0
molar mass = 88.15 g/mol

Last column: Löwdin charge in e.
CARTESIAN COORDINATES (ANGSTROEM)
1 C -2.21811 -0.79089 -0.65122  -0.12
2 C -2.00243 0.45640 0.18998  -0.24
3 C -1.51676 0.43193 1.44601  -0.02
4 H -3.21147 -0.86785 -1.03251  0.04
5 H -1.93808 -1.73601 -0.05034  0.10
6 H -1.58076 -0.74221 -1.59266  0.08
7 H -2.12382 1.37711 -0.33161  0.08
8 H -1.21593 1.32898 1.84281  0.02
9 H -1.51818 -0.46686 2.11158  0.09
10 C 2.46489 -0.04889 0.28923  -0.27
11 O 1.54062 -0.78113 1.12581  -0.11
12 C 1.71468 0.52830 -0.97103  -0.09
13 H 3.19262 -0.76031 -0.08110  0.09
14 H 2.88577 0.86402 0.90931  0.14
15 H 0.68659 -0.82568 0.68317  0.04
16 H 1.41394 -0.29495 -1.64965  0.08
17 H 2.40833 1.14740 -1.60257  0.08
18 H 1.01811 1.18065 -0.63520  0.01


Stability summary: most stable (B), least stable (A).


(A)
# C5H12O

A 3-piece molecular cluster, C5H12O overall (the ωB97M-V functional and the def2-TZVPD basis, the Open Molecules 2025 dataset).

multiplicity = 1
HOMO-LUMO gap = 10.497 eV
total charge = 0
molar mass = 88.15 g/mol

Last column: Löwdin charge in e.
CARTESIAN COORDINATES (ANGSTROEM)
1 C -1.23941 0.80044 -0.81811  -0.08
2 C -0.80851 0.38977 0.56492  -0.45
3 C -1.14485 -1.02311 0.95430  -0.07
4 C -0.15906 1.21678 1.38672  0.00
5 C 2.21415 0.06054 -0.03605  -0.17
6 O 2.21528 -1.14380 -0.10895  -0.05
7 H -0.87426 1.79774 -1.08287  0.08
8 H -2.33403 0.80476 -0.89530  0.08
9 H -0.87216 0.08452 -1.56474  0.06
10 H 0.78856 -1.65428 -2.79483  0.04
11 H -2.22646 -1.19572 0.88542  0.08
12 H -0.82231 -1.25213 1.97392  0.08
13 H -0.65756 -1.73216 0.27232  0.08
14 H 0.08647 2.23674 1.09687  0.07
15 H 0.14269 0.90235 2.38353  0.07
16 H 2.57627 0.59738 0.86124  0.08
17 H 1.86782 0.70349 -0.86907  0.08
18 H 1.24738 -1.59331 -2.20930  0.02


(B)
# C5H12O

A 2-piece molecular cluster, C5H12O overall (the ωB97M-V functional and the def2-TZVPD basis, the Open Molecules 2025 dataset).

multiplicity = 1
HOMO-LUMO gap = 11.559 eV
total charge = 0
molar mass = 88.15 g/mol

Last column: Löwdin charge in e.
CARTESIAN COORDINATES (ANGSTROEM)
1 C -0.23624 0.67869 -0.43483  -0.14
2 C -0.75270 -0.74586 -0.19355  -0.42
3 C -2.10614 -1.03505 0.39398  -0.07
4 C 0.47728 -0.99864 0.66768  -0.18
5 C 1.23797 -0.02341 -0.20731  -0.17
6 O 1.96704 2.56455 -0.15065  -0.08
7 H -0.56139 1.14720 -1.38121  0.11
8 H 1.16367 2.03168 -0.20346  -0.04
9 H -0.59252 1.34962 0.37072  0.12
10 H -0.61368 -1.27303 -1.14544  0.14
11 H -2.23621 -0.50057 1.34159  0.08
12 H -2.16251 -2.11033 0.59555  0.08
13 H -2.92004 -0.76618 -0.28531  0.08
14 H 0.33978 -0.49742 1.63824  0.12
15 H 0.84892 -2.00991 0.82856  0.11
16 H 1.54599 -0.43949 -1.17478  0.11
17 H 2.14771 0.37537 0.26248  0.10
18 H 2.45306 2.25277 -0.92227  0.04


Stability summary: most stable (B), least stable (A).


(A)
# C5H12O

A 2-piece molecular cluster, C5H12O overall (the ωB97M-V functional and the def2-TZVPD basis, the Open Molecules 2025 dataset).

multiplicity = 1
HOMO-LUMO gap (alpha / beta) = 7.933 / 8.300 eV
total charge = 0
molar mass = 88.15 g/mol

Last column: Löwdin charge in e.
CARTESIAN COORDINATES (ANGSTROEM)
1 C 0.26828 0.22438 2.87410  -0.17
2 C 0.46056 0.04144 1.37141  -0.18
3 C 0.08938 0.15325 -1.79160  -0.23
4 C 1.01290 -0.92898 -2.22286  -0.07
5 O -1.12812 -0.15814 -1.50946  -0.12
6 C -2.07577 0.58506 -0.99093  -0.07
7 H 0.02667 1.26560 3.11325  0.06
8 H -0.55480 -0.39709 3.24275  0.06
9 H 1.16880 -0.04713 3.43559  0.06
10 H 0.70398 -0.99864 1.12460  0.07
11 H 1.27664 0.66933 0.99536  0.07
12 H 0.39576 1.18470 -1.62816  0.12
13 H 1.81638 -1.09420 -1.48997  0.07
14 H 1.49193 -0.70560 -3.18499  0.07
15 H 0.45621 -1.86469 -2.32880  0.08
16 H -3.04579 0.11543 -0.95643  0.06
17 H -0.46102 0.30431 0.83517  0.03
18 H -1.90198 1.65100 -0.88900  0.07


(B)
# C5H12O

A 3-piece molecular cluster, C5H12O overall (the ωB97M-V functional and the def2-TZVPD basis, the Open Molecules 2025 dataset).

multiplicity = 1
HOMO-LUMO gap = 8.880 eV
total charge = 0
molar mass = 88.15 g/mol

Last column: Löwdin charge in e.
CARTESIAN COORDINATES (ANGSTROEM)
1 C -0.64331 1.08392 1.75414  -0.11
2 C -0.18133 1.16981 0.28101  -0.26
3 C -0.94870 0.20865 -0.58234  -0.16
4 C -0.33653 -0.50905 -1.60228  -0.15
5 C 1.12499 -0.75316 -1.62959  -0.12
6 H -0.15784 1.84723 2.42515  0.08
7 H -1.67406 1.44723 1.84914  0.07
8 H -0.36054 0.04704 1.91756  0.03
9 H -0.30823 2.21925 -0.03099  0.12
10 H 0.84864 0.84627 0.12182  0.09
11 H -2.02557 0.04951 -0.51102  0.11
12 H -0.59209 -1.52233 0.15289  0.36
13 H -1.04433 -1.11174 -2.19633  0.11
14 H 1.27644 -1.01166 -0.56723  0.02
15 H 1.50829 -1.57742 -2.24477  0.08
16 H 1.18814 -1.26466 1.79939  -0.01
17 H 1.58286 0.23051 -1.89981  0.10
18 O 0.74318 -1.39939 0.96325  -0.37


(C)
# C5H12O

A 2-piece molecular cluster, C5H12O overall (the ωB97M-V functional and the def2-TZVPD basis, the Open Molecules 2025 dataset).

multiplicity = 1
HOMO-LUMO gap = 10.945 eV
total charge = 0
molar mass = 88.15 g/mol

Last column: Löwdin charge in e.
CARTESIAN COORDINATES (ANGSTROEM)
1 C -0.29057 -1.31397 -1.96158  -0.11
2 C -0.30248 0.19060 -1.68264  -0.27
3 C 0.87044 0.66020 -0.86663  -0.20
4 C 0.80204 1.53904 0.13338  -0.02
5 O 0.65191 -0.61843 2.17829  -0.14
6 C -0.60883 -0.16711 2.61757  -0.18
7 H 0.64008 -1.61305 -2.45894  0.07
8 H -1.12212 -1.59376 -2.61715  0.07
9 H -0.37860 -1.89301 -1.03545  0.07
10 H -1.23467 0.47888 -1.17970  0.11
11 H -0.28325 0.72789 -2.63990  0.11
12 H 0.76585 -0.30035 1.27271  0.01
13 H 1.84372 0.24867 -1.14445  0.11
14 H 1.68482 1.85618 0.68301  0.07
15 H -0.14865 1.96393 0.45510  0.07
16 H -1.02245 -0.92167 3.29492  0.08
17 H -1.31694 -0.03187 1.78372  0.07
18 H -0.55030 0.78783 3.16774  0.08


(D)
# C5H12O

A 2-piece molecular cluster, C5H12O overall (the ωB97M-V functional and the def2-TZVPD basis, the Open Molecules 2025 dataset).

multiplicity = 1
HOMO-LUMO gap = 11.001 eV
total charge = 0
molar mass = 88.15 g/mol

Last column: Löwdin charge in e.
CARTESIAN COORDINATES (ANGSTROEM)
1 C 0.14085 2.89102 0.74097  -0.12
2 C 0.47216 1.85734 -0.32401  -0.26
3 C 0.17966 0.43090 0.09541  -0.32
4 O 0.75276 -0.39771 -0.89100  -0.09
5 C -0.20520 -2.77721 0.37369  -0.08
6 C -0.84477 -3.08001 -0.75321  -0.07
7 H 0.37454 3.90030 0.38923  0.07
8 H 0.72174 2.70978 1.65297  0.07
9 H -0.92193 2.86650 1.00931  0.07
10 H 1.53743 1.89318 -0.58015  0.11
11 H -0.07898 2.05188 -1.25177  0.11
12 H 0.61408 0.23203 1.09263  0.12
13 H -0.90939 0.27427 0.19144  0.12
14 H -0.65069 -2.13367 1.12961  0.06
15 H 0.81040 -3.11229 0.56886  0.07
16 H -0.38089 -3.69147 -1.52309  0.06
17 H 0.23368 -1.20692 -0.96110  0.01
18 H -1.84546 -2.70792 -0.95977  0.06


Stability summary: most stable (C), least stable (B).